## w
An isolated molecule of C2H4FNO3. Source: OMol25; level of theory: ωB97M-V/def2-TZVPD.

## Properties
multiplicity	1
net charge	0
lowest unoccupied orbital energy	0.48	eV

Last column: natural (NBO) charge in e.
Element x y z (Å)
C 1.290 -0.096 -1.467  -0.250
O 0.071 0.690 -0.684  -0.335
N -0.456 -0.016 0.387  0.025
O -0.491 -1.406 0.767  -0.517
C -1.222 0.627 1.261  0.902
O -1.474 0.224 2.386  -0.618
F -1.990 1.705 0.801  -0.337
H 0.892 -0.502 -2.477  0.207
H 1.967 -0.761 -1.024  0.209
H 1.728 0.838 -1.711  0.205
H -0.315 -1.304 1.761  0.509

=====

## x
A cluster of 2 separate species, C2H4FNO3 in total. Source: OMol25; level of theory: ωB97M-V/def2-TZVPD.

## Properties
multiplicity	1
net charge	0
lowest unoccupied orbital energy (alpha / beta)	-1.87 / -1.88	eV

Last column: natural (NBO) charge in e.
Element x y z (Å)
C -0.753 0.079 0.537  -0.172
C 0.423 -0.491 -0.189  0.462
N 1.578 0.359 -0.015  0.443
O 1.348 1.587 0.100  -0.416
O 2.657 -0.093 0.025  -0.295
O -2.069 -0.386 0.271  -0.725
F 0.796 -1.803 -0.127  -0.304
H -0.699 -0.294 1.597  0.216
H -0.725 1.125 0.385  0.240
H 0.022 -0.018 -2.050  0.062
H -2.578 -0.064 -0.535  0.490

=====

Verdict on stability: x comes out at the bottom.

=====

## w
The ion C4H7FNO with charge -1. Source: OMol25; level of theory: ωB97M-V/def2-TZVPD.

## Properties
multiplicity	1
net charge	-1
lowest unoccupied orbital energy (alpha / beta)	4.47 / 4.47	eV

Last column: natural (NBO) charge in e.
Element x y z (Å)
C -0.059 -0.587 1.328  -0.575
C 0.451 -0.840 -0.911  -0.333
C -0.542 -0.183 0.003  0.288
C -0.576 1.317 -0.179  -0.644
N 1.633 -0.701 0.029  0.017
O 2.269 0.396 -0.112  -0.589
F -1.972 -0.640 -0.288  -0.497
H -0.222 0.088 2.156  0.165
H -0.114 -1.636 1.566  0.177
H 0.266 -1.906 -1.058  0.186
H 0.584 -0.338 -1.875  0.174
H -0.940 1.576 -1.173  0.192
H 0.445 1.681 -0.058  0.243
H -1.222 1.773 0.571  0.195

=====

## x
A cluster of 2 separate species, C4H7FNO in total. Source: OMol25; level of theory: ωB97M-V/def2-TZVPD.

## Properties
multiplicity	1
net charge	-1
lowest unoccupied orbital energy (alpha / beta)	4.36 / 4.36	eV

Last column: natural (NBO) charge in e.
Element x y z (Å)
C -0.413 -1.887 -0.857  -0.563
C -0.465 -0.690 -0.308  -0.132
C -0.241 0.519 -1.025  -0.509
C -0.033 1.702 -0.449  0.375
N 1.981 1.795 0.716  -0.644
O 1.525 1.133 1.962  -0.694
F -0.032 2.826 -1.189  -0.376
H -0.235 -2.690 -0.058  0.167
H 0.108 -2.036 -1.719  0.174
H -0.725 -0.569 0.763  0.174
H 1.041 0.325 1.719  0.433
H 0.028 0.454 -2.019  0.190
H -0.436 2.037 0.490  0.146
H 1.840 2.729 0.933  0.260

=====

Verdict on stability: x comes out at the bottom.

=====

## w
A cluster of 2 separate species, C5H14N4 in total. Source: OMol25; level of theory: ωB97M-V/def2-TZVPD.

## Properties
multiplicity	1
net charge	0
lowest unoccupied orbital energy	0.73	eV

Last column: natural (NBO) charge in e.
Element x y z (Å)
H -1.708 0.933 1.108  0.335
N -1.820 -0.023 0.755  -0.653
C -1.101 -0.160 -0.312  0.445
C -1.105 -1.534 -0.938  -0.690
N -0.347 0.909 -0.843  -0.335
C -1.127 2.043 -1.367  -0.416
N 0.794 0.552 -1.618  -0.663
H -0.410 -1.648 -1.769  0.214
H -0.840 -2.277 -0.181  0.242
H -2.117 -1.751 -1.296  0.240
H -1.570 1.779 -2.333  0.173
H -1.924 2.324 -0.671  0.219
H -0.489 2.917 -1.526  0.201
H 0.529 0.326 -2.578  0.331
H 1.443 1.339 -1.658  0.362
H 0.945 -0.500 3.662  0.321
N 1.009 0.345 3.079  -0.623
C 1.336 0.033 1.870  0.142
C 1.721 -1.358 1.468  -0.711
H 1.307 0.854 1.049  0.180
H 2.699 -1.609 1.890  0.231
H 0.982 -2.078 1.828  0.226
H 1.794 -1.415 0.380  0.228

=====

## x
A structure of composition C5H14N4. Source: OMol25; level of theory: ωB97M-V/def2-TZVPD.

## Properties
multiplicity	1
net charge	0
lowest unoccupied orbital energy	1.10	eV

Last column: natural (NBO) charge in e.
Element x y z (Å)
C -1.328 0.596 -2.009  -0.646
C -1.153 0.468 -0.518  0.139
N -1.599 -0.649 0.133  -0.884
N -0.460 1.454 1.598  -0.874
C -0.413 1.387 0.178  -0.141
H -0.522 -1.191 0.616  0.402
H -2.059 -1.286 -0.511  0.357
H -1.294 0.990 1.947  0.381
H -0.417 2.405 1.941  0.370
H 0.009 2.247 -0.325  0.192
H -0.754 1.431 -2.411  0.215
H -1.019 -0.318 -2.531  0.201
H -2.379 0.775 -2.242  0.217
C 1.711 -0.806 -1.175  -0.664
N 0.928 -1.193 2.394  -0.665
C 1.492 -0.498 0.268  0.160
N 0.778 -1.310 0.999  -0.359
H 0.736 -0.242 2.697  0.375
H 0.270 -1.826 2.831  0.356
H 2.142 0.230 0.748  0.188
H 2.682 -1.298 -1.296  0.230
H 1.709 0.105 -1.775  0.223
H 0.939 -1.470 -1.557  0.226

=====

Verdict on stability: x comes out at the bottom.

=====

## w
An isolated molecule of C4H9F2N. Source: OMol25; level of theory: ωB97M-V/def2-TZVPD.

## Properties
multiplicity	1
net charge	0
lowest unoccupied orbital energy	0.86	eV

Last column: natural (NBO) charge in e.
Element x y z (Å)
C -0.610 0.979 -1.520  -0.426
N -0.278 0.401 -0.257  -0.476
C -0.770 -0.962 -0.031  -0.391
C 0.800 0.861 0.364  0.837
C 1.228 0.164 1.665  -0.666
F 0.791 2.228 0.577  -0.352
F 1.952 0.851 -0.671  -0.460
H 0.027 0.806 -2.408  0.203
H -1.617 0.799 -1.871  0.203
H -0.557 2.117 -1.502  0.224
H -1.007 -1.105 0.950  0.195
H -1.656 -1.121 -0.670  0.218
H -0.003 -1.676 -0.138  0.190
H 2.063 0.669 2.175  0.254
H 0.412 0.097 2.327  0.225
H 1.330 -0.963 1.411  0.223

=====

## x
A cluster of 2 separate species, C4H9F2N in total. Source: OMol25; level of theory: ωB97M-V/def2-TZVPD.

## Properties
multiplicity	1
net charge	0
lowest unoccupied orbital energy (alpha / beta)	0.54 / -0.63	eV

Last column: natural (NBO) charge in e.
Element x y z (Å)
C -1.482 0.145 0.643  -0.677
C 0.821 -1.664 -0.149  -0.671
C -0.234 0.658 0.012  0.177
C 1.057 -0.141 0.111  0.636
N -0.034 2.040 0.024  -0.764
F 2.022 0.290 -0.815  -0.363
F 1.691 0.215 1.331  -0.366
H -1.163 -0.608 1.363  0.224
H -2.220 -0.264 -0.060  0.236
H -1.987 0.888 1.120  0.219
H 0.090 -2.099 0.567  0.220
H 0.336 -1.671 -1.096  0.245
H 1.721 -2.283 -0.179  0.237
H -0.721 -0.382 -2.274  -0.125
H 0.860 2.255 -0.314  0.390
H -0.754 2.619 -0.284  0.385

=====

Verdict on stability: x comes out at the bottom.